This record from the Open Molecules 2025 dataset describes a cluster of 10 separate species, C41H65O27P in total in a non-equilibrium geometry. The level of theory is the ωB97M-V functional and the def2-TZVPD basis.

```
134
Properties=species:S:1:pos:R:3:forces:R:3
C -3.250201 -2.813886 -1.366096 -0.180 0.075 -0.251
O -1.812990 2.980626 -9.126020 0.000 0.116 -0.133
O 4.795341 -2.751450 1.542423 0.049 -0.256 -0.219
H -2.978938 3.241192 0.049079 -0.271 1.223 0.025
C -3.904442 2.316156 -5.595152 0.130 0.043 0.216
C 1.675565 3.680601 7.932598 -0.236 0.054 -0.103
C 2.462838 -8.211814 -0.199940 -0.248 -0.175 0.030
O 1.959465 2.443385 8.629176 0.054 0.089 -0.026
C 2.087251 3.319474 6.522038 0.249 0.050 0.041
H 2.043269 -10.254824 -0.713451 0.035 -0.028 0.052
H 1.292009 2.819663 5.963439 -0.098 -0.065 0.095
O -3.825536 2.105658 -8.642875 -0.268 -0.242 0.007
C -5.003748 -6.709404 1.441795 0.051 -0.257 0.165
H 2.939825 6.155889 1.529606 -0.081 -0.005 -0.017
H 1.391758 -9.749229 0.851794 0.035 0.027 0.034
H -5.274047 0.154095 -0.347935 -1.492 -1.182 -0.394
C 1.545103 7.495729 3.577653 -0.132 -0.021 0.089
H -6.668474 2.653707 -5.888660 0.042 0.042 -0.028
H -2.243486 5.530615 -8.133903 0.091 -0.043 0.015
H -2.890190 -7.210082 1.661042 -0.082 -0.014 0.093
O 6.338739 -1.484717 2.580215 0.049 0.213 0.064
C -2.458652 5.170238 -9.142212 -0.144 -0.045 -0.105
H -4.043532 1.514718 -6.317107 -0.076 -0.043 -0.015
O 2.488474 -5.920466 -0.189409 -0.151 -0.055 0.209
O 2.216358 1.144210 0.632831 -0.149 0.290 0.149
C 2.063893 6.077102 3.491111 0.187 0.087 -0.321
H -3.640680 -1.890736 -1.784500 -0.032 -0.059 -0.186
O -3.255135 -5.310858 0.942547 0.007 -0.157 0.046
H -0.865522 1.196254 -0.383125 0.548 -1.119 -0.300
H -6.373948 0.967175 -5.421913 0.076 -0.002 -0.116
C -3.178135 1.355172 -3.687036 -0.263 0.114 -0.225
H 3.389924 -0.050787 5.504633 0.040 -0.013 0.138
C 4.391721 -0.784033 -1.116846 0.079 0.183 -0.091
C 3.074583 -1.466958 -1.398322 0.191 -0.419 0.082
C -6.370151 1.998440 -5.071608 -0.100 -0.245 0.279
H -5.039390 3.356799 -4.075516 0.097 -0.009 0.035
O -3.549800 -3.935739 -2.230141 -0.173 0.284 0.174
C 6.231347 -0.408534 3.533450 0.084 -0.142 -0.023
H -3.446710 -7.144403 -0.026725 0.063 0.203 -0.096
H -5.292457 -8.832696 1.594827 0.013 0.007 -0.065
H 0.823462 -6.938876 0.462672 -0.150 -0.064 -0.065
H 0.015827 4.328916 9.127332 0.019 0.082 0.015
H -1.306586 -2.345701 -2.180106 -0.059 -0.063 -0.074
H 0.754774 7.707305 2.864033 -0.155 0.012 0.134
H 3.830473 0.960619 4.143151 0.113 0.040 -0.063
H 0.103500 4.513858 -8.146726 -0.066 0.090 0.047
C 2.727488 -6.342459 -1.449881 0.038 -0.078 -0.074
O -2.565416 -5.931160 -2.533171 -0.060 -0.213 0.015
C -1.181307 2.201906 -0.472259 -0.225 0.946 0.857
H 5.294095 -1.531012 5.122735 0.033 -0.079 -0.060
C -3.451413 1.310701 -0.008454 0.054 0.186 -0.196
O 1.039820 7.550620 4.924757 0.084 0.054 -0.150
H 3.835640 -3.401727 -1.944016 0.061 0.019 -0.146
C -5.418134 -7.940205 2.206303 -0.131 0.177 0.297
H 0.213392 2.654467 1.042697 0.585 -0.227 0.789
O -3.903665 -3.581071 2.224072 0.047 0.413 0.082
H 6.077220 0.524262 2.986884 -0.099 0.010 0.017
H 1.224567 2.429847 -1.670885 -0.077 -0.028 -0.058
O 3.970464 0.504967 -0.614951 0.135 -0.101 -0.103
O -3.603323 4.301071 -9.084404 0.119 0.179 0.084
C -3.147587 3.034685 -8.926511 0.253 0.140 -0.142
H 2.326964 4.454484 8.344005 0.054 -0.056 -0.062
C 4.233940 0.325079 4.932837 -0.270 -0.239 -0.347
C -3.568622 -6.712755 0.963776 0.030 0.045 -0.274
C 0.016741 4.584530 -9.230497 0.078 -0.327 0.140
H -1.481567 -2.902157 0.813865 -0.169 0.051 0.013
H 3.466510 -8.460459 0.156374 0.016 0.087 -0.004
H 4.967735 -1.274683 -0.334498 -0.066 -0.172 -0.008
O 3.494477 0.824414 8.345025 0.246 -0.348 0.116
H -2.655225 6.018009 -9.791605 -0.182 -0.051 -0.059
O 2.231105 -0.856631 -0.386010 -0.007 0.067 -0.214
C -4.045050 -4.697817 1.857699 -0.099 -0.377 -0.074
H -1.454661 -1.272588 0.108583 -0.052 0.030 -0.057
H 4.083709 6.452751 2.854392 -0.058 0.143 0.005
H 0.732158 3.883862 -9.656524 0.021 0.020 -0.074
H -0.733772 4.007267 0.456450 -0.123 0.951 0.411
C 5.099702 -1.998274 2.409322 -0.084 0.222 0.303
C -2.539895 -4.813874 -2.114992 0.160 -0.070 0.114
O -4.526757 1.421770 -3.588116 0.012 0.141 -0.053
H 3.360405 -3.249151 -0.246924 0.150 0.018 0.036
H 3.515074 4.825625 2.539449 -0.051 -0.048 -0.099
H -0.422660 3.247771 7.817373 0.020 -0.025 -0.102
C 3.110550 -2.968294 -1.266086 -0.427 0.389 0.422
C -1.743572 -2.848481 -1.313756 0.037 0.109 0.317
H -7.111178 2.072448 -4.276940 -0.021 0.073 0.005
C 1.732176 6.654828 5.659556 -0.003 0.183 -0.345
C 0.231634 4.076350 8.090650 -0.159 -0.319 0.244
H 0.286514 5.591329 -9.546492 -0.035 0.033 -0.042
O -2.749072 2.017825 -4.787614 -0.122 0.077 -0.114
H 2.335520 8.241482 3.472567 0.075 -0.059 -0.002
H 0.258525 4.672396 -1.555901 -0.042 -0.010 -0.134
C -1.152575 -2.308703 -0.038898 0.234 -0.375 0.128
C 5.019941 -0.817260 4.342364 -0.111 0.377 0.050
O 4.251817 -1.527348 3.342443 0.109 -0.044 0.143
C 2.750615 0.339105 -0.064898 0.084 -0.351 0.021
H -4.826469 -8.042552 3.115531 0.117 -0.027 -0.035
C 1.906788 -7.012680 0.537237 0.247 0.110 0.046
C -5.004574 2.375998 -4.558700 -0.204 -0.101 -0.216
O -2.470851 0.794963 -2.920215 0.308 -0.287 0.078
H 4.854041 0.924612 5.591489 0.070 -0.029 0.085
H -1.327449 2.460660 -1.497016 -0.114 -0.050 -0.925
H -1.431383 4.173109 -10.761244 -0.102 -0.024 -0.008
C -2.496352 2.324869 0.278194 0.695 -0.667 -0.484
C -0.181796 3.132534 0.177245 -0.014 -0.298 -1.116
P 1.156574 3.693004 -1.033495 0.322 0.046 0.508
H -5.691295 -6.528077 0.612138 0.056 0.083 -0.042
H -2.283461 2.258723 1.316291 0.198 0.295 1.164
C 1.577638 -9.431250 -0.173994 -0.006 -0.074 -0.352
H 2.137837 -3.395478 -1.487661 -0.047 -0.028 -0.182
H 2.042942 3.979612 0.051799 -0.002 0.117 -0.008
O 1.703431 6.578806 6.842453 0.000 -0.014 0.340
H 2.201481 -6.976651 1.583199 0.108 0.166 -0.049
H -3.708027 -2.990969 -0.393339 0.089 -0.021 0.083
H 1.256353 5.378454 3.257965 -0.064 0.022 0.078
C -1.383726 4.245499 -9.671980 0.239 0.156 0.169
C 2.922319 1.786091 7.952246 -0.190 0.271 -0.051
O 2.589264 -7.685824 -1.537033 0.054 -0.059 0.170
H 2.683675 -1.177667 -2.378484 -0.035 0.138 0.074
H -0.066737 -2.354345 -0.069566 0.101 0.106 -0.044
H 0.003848 4.938889 7.469430 0.049 0.029 0.017
H 5.005821 -0.674569 -2.005900 -0.012 0.268 -0.014
O 3.150621 2.370409 6.751358 -0.306 0.232 0.010
C -4.360801 0.608501 -0.290815 -0.045 -0.076 0.246
H -3.768402 3.253198 -6.126435 0.165 0.049 0.061
H -6.461709 -7.870364 2.507765 -0.050 -0.026 -0.058
O 2.466040 5.846912 4.860666 -0.067 0.289 -0.291
O -5.013812 -5.538799 2.288067 -0.019 -0.064 -0.142
C 3.214878 5.872240 2.544172 0.315 -0.208 0.231
H 2.190820 4.208272 -1.939484 -0.018 -0.041 -0.151
O -1.498869 -4.273657 -1.457970 0.140 0.243 -0.111
H 0.626776 -9.219877 -0.662490 -0.055 0.075 0.066
H 2.446108 4.169577 5.951178 0.178 -0.359 0.182
H 7.137394 -0.331885 4.126953 0.098 -0.163 -0.080
O 3.025265 -5.630438 -2.351560 0.043 -0.222 -0.183
```
Positions in Å, forces in eV/Å.

The structure (SMILES) is C[C@@H]1COC(=O)O1.C[C@@H]1COC(=O)O1.C[C@@H]1COC(=O)O1.C[C@@H]1COC(=O)O1.C[C@@H]1COC(=O)O1.C[C@@H]1COC(=O)O1.C[C@@H]1COC(=O)O1.C[C@@H]1COC(=O)O1.C[C@@H]1COC(=O)O1.C#CCCC[PH4]. The HOMO-LUMO gap comes out at 8.242 eV. For the molecular weight, the calculation gives 1020.92 g mol⁻¹.